A molecular structure, C32H42BBrF8N5O7RuS3Si2. Source: the OMol25 dataset; level of theory: ωB97M-V/def2-TZVPD.

XYZ file:
```
102
Properties=species:S:1:pos:R:3:forces:R:3
Ru -0.738 0.487 -0.772 -0.5 -0.4 1.0
Br -3.541 5.378 4.067 0.1 0.0 0.2
C -3.996 5.131 2.228 0.1 -0.3 -0.1
C -4.944 5.982 1.668 -0.2 0.5 0.5
C -5.253 5.812 0.315 0.1 -0.2 -0.4
C -4.640 4.839 -0.432 -0.3 0.5 -0.2
C -3.706 3.964 0.161 0.7 -1.4 -1.0
C -3.386 4.133 1.526 0.1 0.1 0.7
C -3.081 2.898 -0.582 -1.6 2.2 0.9
O -3.231 2.958 -1.898 0.5 -0.3 -0.9
O -2.475 1.976 0.005 1.8 -1.6 0.3
H -5.414 6.753 2.256 0.0 0.1 0.1
H -5.988 6.470 -0.131 0.0 0.0 -0.1
H -4.851 4.711 -1.481 -0.1 0.1 -0.1
H -2.647 3.490 1.976 0.1 -0.1 0.1
C 5.492 -5.956 1.045 0.1 -0.1 -0.2
C 5.228 -6.550 2.399 0.3 0.0 0.5
O 5.950 -7.363 2.949 -0.6 0.5 -0.6
S 3.790 -5.978 3.295 0.1 0.0 0.1
C 3.031 -4.651 2.401 0.1 -0.3 0.0
C 3.654 -3.408 2.218 -0.1 -0.1 0.1
C 2.952 -2.352 1.696 0.3 0.0 -0.1
C 1.576 -2.471 1.386 -0.5 0.6 0.2
C 0.983 -3.749 1.511 -0.2 -0.1 -0.2
C 1.700 -4.808 2.003 0.3 -0.1 0.1
C 0.811 -1.331 1.147 0.6 -1.0 -0.2
C 0.143 -0.284 1.087 -0.2 0.4 -0.9
H 6.558 -5.749 0.939 -0.1 -0.1 0.0
H 4.918 -5.050 0.877 0.0 -0.1 -0.1
H 5.203 -6.692 0.292 0.0 0.0 0.0
H 4.687 -3.273 2.509 0.1 0.0 0.1
H 3.428 -1.391 1.556 0.0 0.0 0.1
H -0.056 -3.879 1.242 -0.1 0.0 0.0
H 1.242 -5.779 2.116 -0.1 -0.1 0.0
C 1.213 -1.408 -2.416 0.6 0.0 0.0
N 1.565 -2.480 -3.337 0.3 0.0 0.0
C 0.962 -2.180 -4.633 0.1 0.0 -0.2
N -0.491 -2.092 -4.535 -0.1 0.0 -0.2
C -0.816 -1.026 -3.597 -0.4 0.3 -0.5
N -0.248 -1.297 -2.263 -0.1 0.6 0.4
C -0.768 -2.581 -1.787 -0.2 -0.3 0.3
N -0.446 -3.672 -2.702 -0.1 -0.1 0.1
C 1.008 -3.727 -2.842 0.1 -0.2 0.0
C -1.008 -3.344 -4.011 -0.1 -0.2 -0.1
H 1.590 -0.458 -2.810 -0.1 -0.3 0.2
H 1.667 -1.615 -1.440 -0.1 0.1 0.0
H 1.222 -2.979 -5.337 0.0 0.1 0.0
H 1.355 -1.226 -4.992 0.0 -0.1 0.0
H -1.902 -0.942 -3.515 0.1 0.0 0.1
H -0.402 -0.084 -3.966 -0.2 -0.4 0.1
H -1.857 -2.513 -1.690 0.1 0.1 0.0
H -0.325 -2.807 -0.812 -0.1 0.1 -0.1
H 1.256 -4.531 -3.543 0.0 0.0 0.0
H 1.450 -3.959 -1.868 0.0 0.0 0.0
H -2.096 -3.265 -3.913 0.1 0.0 0.0
H -0.768 -4.156 -4.707 0.0 0.1 0.0
C -0.021 3.176 3.701 0.5 -0.6 -0.3
Si 0.844 1.682 2.877 -0.3 0.0 0.3
C 1.656 0.517 4.166 -0.3 0.5 -0.5
C 2.099 2.242 1.569 -0.5 -0.2 0.4
C -0.521 0.732 1.928 -0.1 0.3 0.6
Si -2.005 -0.222 2.668 -0.3 -0.1 0.3
C -3.336 0.869 3.491 0.6 -0.4 -0.4
C -1.386 -1.514 3.937 -0.2 0.6 -0.5
C -2.826 -1.185 1.234 0.5 0.4 0.1
H 0.646 3.740 4.346 0.2 0.1 0.1
H -0.881 2.878 4.295 -0.1 -0.1 0.1
H -0.374 3.856 2.930 -0.1 0.1 -0.2
H 2.631 0.886 4.470 0.2 0.1 0.0
H 1.794 -0.471 3.738 0.0 -0.2 -0.1
H 1.053 0.411 5.063 -0.2 0.0 0.1
H 2.856 2.926 1.941 0.1 0.1 0.2
H 1.583 2.734 0.746 -0.1 0.1 0.0
H 2.602 1.385 1.129 0.1 -0.2 0.0
H -0.960 1.524 1.305 -0.2 0.2 0.1
H -2.949 1.446 4.323 0.1 0.2 0.2
H -4.140 0.244 3.868 -0.1 -0.2 0.1
H -3.764 1.555 2.770 0.0 0.2 -0.2
H -1.001 -1.041 4.832 0.1 0.2 0.2
H -0.596 -2.128 3.517 0.2 -0.1 -0.2
H -2.195 -2.173 4.235 -0.3 -0.1 0.0
H -2.598 -0.679 0.279 -0.3 -0.1 0.2
H -3.907 -1.228 1.330 -0.2 0.1 0.0
H -2.456 -2.205 1.167 0.1 -0.1 0.0
F -1.075 5.210 -0.708 0.4 -1.3 -0.9
C -0.477 4.679 -1.815 0.2 3.7 0.4
F 0.830 5.042 -1.721 -0.7 -0.5 0.0
F -0.988 5.361 -2.873 0.2 -1.1 0.6
S 0.202 2.580 -2.700 -0.7 -1.6 -0.9
O -1.209 1.855 -2.756 1.8 0.1 0.0
O 0.752 2.170 -1.389 -0.2 0.2 0.6
N 0.947 1.485 -3.732 -0.5 0.9 0.3
S 2.188 2.103 -4.407 1.8 0.5 -0.5
O 2.730 1.247 -5.431 -0.3 -0.2 0.3
O 2.096 3.510 -4.699 -0.1 0.1 0.1
C 3.576 2.075 -3.108 0.3 0.0 -0.2
F 4.749 2.382 -3.697 -0.1 0.0 -0.2
F 3.423 2.952 -2.117 -0.4 0.1 0.0
F 3.738 0.866 -2.548 -0.3 -0.1 -0.1
F -3.041 0.618 -2.248 0.2 0.0 -0.1
B -2.661 1.919 -2.749 -2.0 0.0 0.5
F -3.186 2.059 -4.009 0.2 0.2 -0.5
```
Forces are in eV/Å.

Results
net charge = -2
expectation value of S² = 9.21
lowest unoccupied orbital energy (spin up / spin down) = 3.6 / 2.8 eV
Kohn-Sham gap (spin up / spin down) = 3.4 / 4.7 eV
multiplicity = 6

=====

A molecular structure, C32H42InN4O. Source: the OMol25 dataset; level of theory: ωB97M-V/def2-TZVPD.

XYZ file:
```
80
Properties=species:S:1:pos:R:3:forces:R:3
In -0.765 0.108 -0.323 0.2 -1.6 0.6
N -4.230 -0.121 -1.724 -5.2 1.2 0.9
N -0.132 0.087 -3.043 0.6 -0.7 4.0
C 0.248 -2.260 1.777 -0.9 0.5 -0.4
C -0.551 -2.973 0.837 -0.8 1.3 0.6
C -1.907 -2.580 1.032 1.1 0.4 0.8
C -3.083 -3.013 0.248 -0.6 -0.3 0.0
H -2.844 -3.915 -0.331 -0.2 0.1 0.0
H -3.436 -2.231 -0.453 0.1 -0.5 0.4
H -3.905 -3.249 0.938 -0.1 -0.2 -0.2
C -1.944 -1.625 2.092 1.0 -0.6 -0.9
C -3.165 -0.970 2.612 -0.4 -0.1 0.3
H -3.610 -1.583 3.415 -0.2 0.3 0.0
H -3.928 -0.851 1.828 0.1 0.0 0.1
H -2.949 0.021 3.034 -0.1 -0.1 0.0
C -0.610 -1.439 2.562 -0.2 -0.2 -1.3
C -0.200 -0.505 3.634 0.1 0.0 0.5
H -0.849 0.381 3.666 0.1 -0.1 0.1
H 0.838 -0.168 3.516 -0.2 0.0 0.0
H -0.278 -1.018 4.605 0.1 0.3 0.1
C -0.070 -3.982 -0.130 0.1 -0.5 -0.1
H -0.053 -4.965 0.372 0.1 -0.1 -0.4
H 0.951 -3.777 -0.484 -0.2 0.0 0.0
H -0.732 -4.052 -1.003 0.2 0.0 0.1
C 1.728 -2.303 1.847 0.4 -0.1 0.1
H 2.118 -1.368 2.274 0.1 -0.2 -0.1
H 2.163 -2.422 0.842 0.1 0.0 0.3
H 2.074 -3.140 2.474 0.2 0.1 -0.1
C -5.242 0.803 -1.542 2.7 0.1 -1.7
H -6.141 0.406 -1.065 0.2 0.5 -0.2
C -4.998 2.128 -1.990 -1.4 -0.2 0.9
H -5.847 2.810 -1.797 0.7 0.0 -0.3
C -3.773 2.547 -2.580 -0.9 -1.6 0.4
H -3.666 3.610 -2.862 0.2 -0.8 0.1
C -2.792 1.543 -2.746 -1.1 1.1 0.6
H -1.826 1.881 -3.113 -0.1 -0.9 0.0
C -3.123 0.228 -2.266 4.2 -1.1 1.4
C -2.235 -0.948 -1.560 -0.6 0.5 -4.5
H -2.178 -1.826 -2.377 0.3 1.6 1.9
C 0.769 0.103 -1.956 -1.7 0.8 -3.1
C 0.471 -0.478 -4.080 2.6 1.5 1.1
H -0.227 -0.757 -4.807 0.1 -0.4 -2.0
C 1.854 -0.515 -3.815 -1.2 -0.5 -2.1
H 2.645 -0.629 -4.572 -0.3 -0.1 1.0
N 1.990 -0.181 -2.485 -0.9 -0.1 0.1
C 3.066 -0.444 -1.630 0.7 0.5 -0.2
C 3.757 -1.621 -1.798 0.9 -0.6 0.4
C 4.926 -1.835 -1.044 -0.7 0.3 -0.3
H 5.478 -2.767 -1.203 -0.1 0.4 0.2
C 5.345 -0.891 -0.107 -0.6 0.2 -0.1
C 6.612 -1.097 0.634 -0.3 0.0 -0.1
H 6.495 -0.764 1.644 0.1 0.1 0.7
H 7.403 -0.540 0.170 0.6 0.3 -0.2
H 6.854 -2.137 0.610 0.4 -0.7 0.2
C 4.565 0.244 0.130 -0.5 -0.3 -0.8
H 4.827 0.981 0.905 0.0 -0.4 -0.4
C 3.435 0.492 -0.673 0.8 0.2 0.7
C 2.710 1.782 -0.480 0.0 1.0 0.5
H 2.206 2.143 -1.392 0.1 -0.3 0.5
H 3.446 2.556 -0.161 -0.4 -0.4 -0.2
H 1.969 1.700 0.345 0.2 0.1 -0.7
C 3.255 -2.682 -2.728 0.3 -1.0 -0.5
H 3.226 -2.361 -3.792 0.0 -0.4 1.0
H 2.250 -3.065 -2.431 0.6 0.4 -0.3
H 3.964 -3.521 -2.660 -0.3 0.0 -0.1
C -2.111 5.034 2.034 -0.1 -0.1 -0.1
N -1.107 3.985 1.897 0.0 0.6 0.1
C 0.296 4.349 2.103 -0.1 0.0 -0.1
C -1.393 2.804 1.331 2.2 -1.8 -0.5
C -2.831 2.456 1.063 -0.4 -0.1 0.1
O -0.416 2.027 1.055 -1.9 2.1 0.8
H -1.631 5.909 2.480 -0.2 -0.2 -0.1
H -2.940 4.705 2.673 0.2 0.1 -0.1
H -2.531 5.313 1.055 0.1 0.0 0.3
H 0.338 5.079 2.921 0.1 -0.2 -0.2
H 0.872 3.451 2.363 -0.2 0.4 -0.1
H 0.724 4.804 1.192 -0.1 -0.2 0.3
H -2.951 1.412 0.737 0.3 0.4 0.1
H -3.427 2.586 1.983 0.2 0.1 -0.3
H -3.246 3.104 0.275 0.1 -0.2 0.3
```
Forces are in eV/Å.

Results
net charge = -1
lowest unoccupied orbital energy (spin up / spin down) = 2.2 / 2.2 eV
Kohn-Sham gap (spin up / spin down) = 4.6 / 4.1 eV

=====

A molecular structure, C32H42InN5O10S. Source: the OMol25 dataset; level of theory: ωB97M-V/def2-TZVPD.

XYZ file:
```
91
Properties=species:S:1:pos:R:3:forces:R:3
In -0.033 -0.441 0.909 -0.1 -0.2 -0.1
C 3.045 -0.196 2.308 -1.4 -0.9 -1.0
C 2.060 -0.086 3.468 0.9 0.2 0.1
O 0.777 0.348 3.022 0.4 -0.3 0.2
C -0.024 0.839 4.107 -1.8 -1.0 -1.0
C -1.502 0.478 3.726 -0.2 1.8 1.0
O -1.717 0.470 2.326 0.3 0.3 0.1
C -2.790 1.338 1.894 0.2 -1.6 -0.7
C -2.838 1.279 0.383 0.7 -0.3 -0.9
O -2.239 0.073 -0.123 0.7 0.6 0.5
C -3.029 -1.076 -0.239 -0.5 -1.3 -0.8
C -3.037 -1.959 1.023 0.1 1.5 0.5
O -1.653 -2.115 1.471 -1.1 1.3 -2.6
C -1.479 -2.665 2.720 0.8 -0.2 1.5
C -0.268 -3.526 2.544 -0.3 -0.8 -0.2
O 0.769 -2.635 2.133 -1.0 0.1 0.2
C 2.015 -3.257 1.919 0.5 0.4 -1.9
C 2.744 -2.333 0.887 -0.3 -0.1 0.2
O 2.391 -0.936 1.166 0.7 0.4 0.7
H 4.005 -0.634 2.599 -0.3 -0.2 -0.1
H 3.226 0.779 1.882 0.1 0.3 -0.1
H 2.484 0.635 4.172 -0.1 0.2 -0.1
H 1.921 -0.992 4.028 0.1 -0.7 0.1
H 0.083 1.904 4.201 0.3 0.5 0.0
H 0.217 0.324 5.041 0.1 0.1 -0.1
H -2.228 1.186 4.195 0.8 -0.2 -0.2
H -1.791 -0.466 4.129 0.0 -0.6 0.3
H -2.617 2.336 2.175 0.3 1.3 0.7
H -3.681 0.957 2.342 -0.8 -0.1 0.4
H -2.187 2.054 -0.014 -0.1 0.1 0.0
H -3.828 1.393 -0.063 -0.1 0.0 0.3
H -2.636 -1.680 -1.096 -0.3 0.7 0.8
H -4.029 -0.752 -0.528 -0.3 -0.4 0.2
H -3.483 -2.932 0.824 0.1 -0.1 0.0
H -3.596 -1.443 1.834 0.3 -0.4 -0.3
H -2.351 -3.243 3.013 0.0 -0.1 0.2
H -1.261 -1.834 3.446 -0.3 -1.3 -0.5
H -0.455 -4.301 1.775 0.1 0.5 0.0
H -0.049 -4.097 3.431 0.5 0.1 0.7
H 1.873 -4.250 1.466 0.1 0.2 0.2
H 2.538 -3.353 2.852 0.4 0.0 0.5
H 2.399 -2.468 -0.157 -0.2 -0.2 0.7
H 3.831 -2.535 0.836 -0.4 0.5 0.4
O -0.649 -7.439 -8.311 -0.7 0.5 0.1
S -0.158 -7.601 -6.979 -0.7 1.5 -0.7
O -1.064 -7.663 -5.888 -0.2 -1.1 0.3
O 1.168 -8.069 -6.936 1.1 -0.3 1.1
C 0.713 -5.386 -5.037 -0.4 0.8 -0.1
N 0.005 -5.408 -6.239 1.1 -1.8 0.0
C -0.449 -4.367 -6.851 1.1 3.0 1.7
C -0.473 -3.071 -6.198 -0.2 -0.5 -1.5
C -0.137 -3.175 -4.855 -0.4 1.2 0.5
N 0.549 -4.196 -4.336 -0.6 -0.7 -0.2
C -0.490 -2.219 -3.679 0.6 0.2 -2.1
C -0.834 -2.893 -2.518 1.0 -1.1 1.1
C -0.478 -2.354 -1.320 -0.8 -0.2 -0.4
N -0.100 -1.076 -1.220 1.1 0.8 3.4
C -0.049 -0.246 -2.225 -0.8 -2.7 -5.1
C -0.269 -0.841 -3.573 0.6 1.5 2.3
H -0.682 -4.394 -7.868 -0.7 -0.5 -1.5
H -0.644 -2.167 -6.875 -0.2 -1.2 1.6
H -1.061 -3.951 -2.491 -0.1 0.0 -0.5
H -0.553 -2.902 -0.389 0.1 -0.1 -0.2
H 0.304 0.753 -2.216 0.1 0.8 0.8
H -0.114 -0.145 -4.408 0.0 -0.7 0.2
C 2.242 5.825 0.051 -0.1 -0.1 0.7
N 1.966 4.388 -0.075 -0.4 -0.2 0.2
N 0.899 3.738 0.529 1.1 0.0 -0.7
C 1.063 2.407 0.338 -0.3 -0.4 -0.3
O 0.177 1.607 0.790 -0.6 -0.1 -0.1
C 2.225 2.181 -0.401 0.0 0.6 0.4
C 2.742 3.440 -0.594 0.9 0.7 0.1
C 4.024 3.800 -1.194 0.7 -0.1 -1.0
C -0.178 4.479 1.035 -0.7 0.5 0.1
C -0.109 4.896 2.357 0.1 -0.4 -1.8
C -1.023 5.762 2.818 -1.9 0.8 0.6
C -2.118 6.142 2.011 0.0 0.8 1.0
C -2.203 5.725 0.708 0.5 -1.0 -0.3
C -1.191 4.894 0.194 -0.3 -0.2 0.3
H 1.866 6.394 -0.773 -0.4 0.1 -0.7
H 3.324 5.952 0.058 -0.2 0.0 0.3
H 1.763 6.242 0.956 0.5 -0.4 -0.3
H 2.728 1.278 -0.692 -0.3 -0.3 0.0
H 4.599 2.905 -1.387 0.2 -0.2 0.2
H 4.640 4.498 -0.614 -0.3 -0.2 -0.2
H 3.846 4.186 -2.198 0.1 0.5 0.1
H 0.721 4.576 2.888 1.4 -0.5 1.3
H -0.951 6.082 3.839 -0.1 0.3 0.3
H -2.895 6.803 2.437 0.5 -0.5 -0.3
H -3.061 5.938 0.106 -0.2 0.4 -0.3
H -1.204 4.484 -0.806 -0.1 0.3 -0.2
```
Forces are in eV/Å.

Results
net charge = +2
lowest unoccupied orbital energy = -6.4 eV
Kohn-Sham gap = 3.3 eV

=====

Relative energy (zero: lowest compared OMol25 entry of this formula, charge and spin)
In order: 46.7; 72.2; 5.4
Unit: kcal/mol
Max |F|
In order: 3.758; 5.457; 5.854
Unit: eV/Å